[1]
H14O7 | ωB97M-V/def2-TZVPD

Summary:
HOMO energy ... -10.0371 eV
Net charge ... 0
SMILES ... O.O.O.O.O.O.O

Positions of all 21 atoms, in Å:
O  -0.98  -0.58  -2.33
H  -1.47  -0.12  -3.00
H  -1.09  -1.50  -2.56
O  0.67  -2.81  0.11
H  0.96  -2.54  -0.78
H  0.84  -3.75  0.28
O  -0.91  3.41  0.99
H  -0.95  4.20  0.47
H  -1.36  2.73  0.48
O  2.66  -2.49  2.01
H  1.99  -2.50  1.34
H  2.71  -3.30  2.54
O  0.97  0.85  2.48
H  0.40  0.69  1.73
H  0.63  1.64  2.82
O  -0.86  2.76  -2.08
H  -1.57  2.86  -2.70
H  -0.86  1.85  -2.23
O  -0.70  -0.16  0.37
H  -0.18  -0.92  0.62
H  -0.90  -0.32  -0.56

Per-atom natural (NBO) charges, elementary charge units: atom 1 (O): -0.9453, atom 2 (H): 0.4790, atom 3 (H): 0.4854, atom 4 (O): -0.9665, atom 5 (H): 0.4924, atom 6 (H): 0.4952, atom 7 (O): -0.9462, atom 8 (H): 0.4678, atom 9 (H): 0.4782, atom 10 (O): -0.9662, atom 11 (H): 0.4813, atom 12 (H): 0.4664, atom 13 (O): -0.9524, atom 14 (H): 0.4801, atom 15 (H): 0.4630, atom 16 (O): -0.9029, atom 17 (H): 0.4517, atom 18 (H): 0.4518, atom 19 (O): -0.9834, atom 20 (H): 0.4826, atom 21 (H): 0.4879

[2]
C21H24O6RhSSbSe | ωB97M-V/def2-TZVPD

Summary:
HOMO energy (spin up / spin down) ... -0.5323 / -0.5307 eV
Net charge ... -2

Positions of all 55 atoms, in Å:
Rh  0.23  0.33  0.11
O  -2.84  -2.57  -0.26
C  -2.44  -1.45  0.03
O  -1.27  -1.18  0.49
C  -3.41  -0.28  -0.03
C  -4.77  -0.62  -0.06
C  -5.78  0.32  -0.04
C  -5.41  1.67  0.01
C  -4.08  2.02  0.03
C  -3.04  1.07  0.01
S  -1.45  1.84  -0.04
H  -4.99  -1.68  -0.11
H  -6.82  0.03  -0.07
H  -6.17  2.45  0.03
H  -3.80  3.07  0.06
C  2.46  -0.89  4.30
C  1.55  0.33  4.18
Sb  0.03  0.18  2.71
C  -0.96  1.93  3.42
C  -0.24  3.24  3.12
C  -1.35  -1.11  3.66
C  -1.15  -2.61  3.39
H  3.28  -0.74  5.02
H  2.92  -1.14  3.34
H  1.92  -1.78  4.63
H  2.12  1.21  3.88
H  1.03  0.55  5.12
H  -1.09  1.78  4.50
H  -1.95  1.91  2.95
H  0.76  3.26  3.56
H  -0.80  4.09  3.53
H  -0.12  3.39  2.05
H  -2.32  -0.78  3.27
H  -1.31  -0.86  4.72
H  -1.21  -2.81  2.32
H  -1.92  -3.21  3.89
H  -0.18  -2.96  3.75
O  0.99  -0.40  -3.95
C  1.06  -0.51  -2.73
O  0.20  -0.03  -1.90
C  2.26  -1.29  -2.20
C  3.36  -1.50  -3.03
C  4.51  -2.16  -2.59
C  4.51  -2.61  -1.30
O  5.51  -3.30  -0.63
C  5.06  -3.36  0.73
O  3.67  -3.02  0.76
C  3.43  -2.44  -0.48
C  2.30  -1.80  -0.89
H  3.29  -1.11  -4.04
H  5.37  -2.31  -3.24
H  5.62  -2.64  1.33
H  5.18  -4.37  1.10
H  1.46  -1.64  -0.23
Se  2.11  1.67  0.39

Per-atom natural (NBO) charges, elementary charge units: atom 1 (Rh): 0.4919, atom 2 (O): -0.7091, atom 3 (C): 0.7762, atom 4 (O): -0.8170, atom 5 (C): -0.1441, atom 6 (C): -0.1792, atom 7 (C): -0.2910, atom 8 (C): -0.2240, atom 9 (C): -0.2438, atom 10 (C): -0.1556, atom 11 (S): -0.0111, atom 12 (H): 0.2278, atom 13 (H): 0.1871, atom 14 (H): 0.1863, atom 15 (H): 0.2031, atom 16 (C): -0.6188, atom 17 (C): -0.7855, atom 18 (Sb): 1.4214, atom 19 (C): -0.7704, atom 20 (C): -0.6231, atom 21 (C): -0.7793, atom 22 (C): -0.6264, atom 23 (H): 0.1843, atom 24 (H): 0.2265, atom 25 (H): 0.1891, atom 26 (H): 0.2440, atom 27 (H): 0.1951, atom 28 (H): 0.1859, atom 29 (H): 0.2306, atom 30 (H): 0.1961, atom 31 (H): 0.1776, atom 32 (H): 0.2508, atom 33 (H): 0.2317, atom 34 (H): 0.1956, atom 35 (H): 0.2576, atom 36 (H): 0.1850, atom 37 (H): 0.1844, atom 38 (O): -0.7016, atom 39 (C): 0.7803, atom 40 (O): -0.7336, atom 41 (C): -0.1243, atom 42 (C): -0.1762, atom 43 (C): -0.3051, atom 44 (C): 0.2703, atom 45 (O): -0.5192, atom 46 (C): 0.2384, atom 47 (O): -0.4891, atom 48 (C): 0.1962, atom 49 (C): -0.1957, atom 50 (H): 0.2323, atom 51 (H): 0.2029, atom 52 (H): 0.1401, atom 53 (H): 0.1495, atom 54 (H): 0.2341, atom 55 (Se): -0.8490

[3]
C18H22N3 | ωB97M-V/def2-TZVPD

Summary:
HOMO energy ... -11.6206 eV
Net charge ... +1
SMILES ... CN1CCN(C)C1=[NH+]C(c1ccccc1)c1ccccc1

Positions of all 43 atoms, in Å:
C  0.02  1.25  2.16
C  -1.31  0.53  2.19
C  -2.52  1.31  2.16
C  -3.79  0.74  1.88
C  -3.86  -0.65  1.61
C  -2.74  -1.47  1.76
C  -1.53  -0.91  2.19
C  1.29  0.45  2.20
C  2.56  1.11  2.20
C  3.80  0.47  1.94
C  3.75  -0.92  1.58
C  2.54  -1.64  1.71
C  1.39  -0.98  2.21
H  -0.05  2.22  1.40
H  -2.50  2.39  2.41
H  -4.72  1.35  1.92
H  -4.80  -1.16  1.35
H  -2.81  -2.57  1.66
H  -0.79  -1.63  2.57
H  2.61  2.17  2.49
H  4.79  0.99  2.05
H  4.66  -1.51  1.30
H  2.51  -2.73  1.53
H  0.60  -1.58  2.66
C  1.40  3.74  1.12
N  1.15  4.15  2.47
C  1.58  5.46  2.85
C  1.26  5.55  4.33
N  0.81  4.19  4.65
C  0.24  3.88  5.99
C  0.72  3.42  3.53
N  0.27  2.14  3.43
H  0.91  2.80  0.93
H  1.01  4.48  0.41
H  2.48  3.61  0.94
H  2.65  5.62  2.72
H  1.03  6.21  2.28
H  2.18  5.83  4.89
H  0.45  6.30  4.46
H  -0.14  2.84  6.01
H  1.04  3.97  6.78
H  -0.62  4.57  6.20
H  0.29  1.53  4.27

Per-atom natural (NBO) charges, elementary charge units: atom 1 (C): -0.0549, atom 2 (C): -0.0123, atom 3 (C): -0.2002, atom 4 (C): -0.2202, atom 5 (C): -0.1748, atom 6 (C): -0.2160, atom 7 (C): -0.1872, atom 8 (C): -0.0978, atom 9 (C): -0.2029, atom 10 (C): -0.2236, atom 11 (C): -0.1785, atom 12 (C): -0.2170, atom 13 (C): -0.1494, atom 14 (H): 0.2323, atom 15 (H): 0.2103, atom 16 (H): 0.2356, atom 17 (H): 0.2292, atom 18 (H): 0.2336, atom 19 (H): 0.2029, atom 20 (H): 0.1948, atom 21 (H): 0.2369, atom 22 (H): 0.2344, atom 23 (H): 0.2364, atom 24 (H): 0.2028, atom 25 (C): -0.3978, atom 26 (N): -0.3966, atom 27 (C): -0.2164, atom 28 (C): -0.2149, atom 29 (N): -0.3893, atom 30 (C): -0.4134, atom 31 (C): 0.6927, atom 32 (N): -0.6024, atom 33 (H): 0.2054, atom 34 (H): 0.2266, atom 35 (H): 0.2205, atom 36 (H): 0.2133, atom 37 (H): 0.2176, atom 38 (H): 0.2242, atom 39 (H): 0.2166, atom 40 (H): 0.2192, atom 41 (H): 0.2311, atom 42 (H): 0.2246, atom 43 (H): 0.4248

[4]
C10H14F12KN2O11S4 | ωB97M-V/def2-TZVPD

Summary:
HOMO energy ... -6.9059 eV
Net charge ... -1

Positions of all 54 atoms, in Å:
K  0.66  1.07  0.37
C  -1.54  0.10  2.80
F  -1.71  -1.17  2.86
F  -1.71  0.48  1.57
F  -2.53  0.62  3.55
S  0.18  0.59  3.52
O  0.15  2.07  3.56
O  0.24  -0.13  4.83
N  1.16  0.12  2.18
S  2.30  -0.72  2.90
O  3.12  0.01  3.83
O  1.87  -2.08  3.40
C  3.52  -1.00  1.35
F  2.85  -1.67  0.42
F  3.79  0.22  0.81
F  4.57  -1.70  1.78
C  -1.98  3.64  0.27
F  -2.96  4.48  0.46
F  -2.11  2.49  0.87
F  -1.72  3.51  -1.06
S  -0.31  4.31  1.13
O  -0.11  5.64  0.57
O  -0.58  4.23  2.58
N  0.94  3.15  0.59
S  2.18  4.00  0.54
O  2.50  4.56  -0.76
O  2.33  4.88  1.70
C  3.55  2.67  0.95
F  3.49  1.66  0.07
F  4.74  3.33  0.82
F  3.43  2.12  2.16
C  0.40  -4.20  -3.47
O  -0.63  -3.16  -3.82
C  -1.90  -3.64  -3.56
C  -2.81  -2.49  -3.72
O  -2.34  -1.46  -2.90
C  -2.57  -1.54  -1.50
C  -2.04  -0.31  -0.74
O  -0.69  0.16  -0.85
C  0.29  -0.79  -0.51
H  0.59  -4.32  -2.40
H  1.33  -3.88  -3.94
H  0.09  -5.19  -3.78
H  -2.14  -3.99  -2.55
H  -2.18  -4.46  -4.22
H  -3.81  -2.89  -3.51
H  -2.71  -2.27  -4.79
H  -2.07  -2.44  -1.17
H  -3.65  -1.59  -1.34
H  -2.33  -0.36  0.31
H  -2.72  0.51  -0.98
H  0.00  -1.02  0.52
H  1.33  -0.48  -0.61
H  0.25  -1.68  -1.13

Per-atom Mulliken charges, elementary charge units: atom 1 (K): 1.5894, atom 2 (C): 0.6368, atom 3 (F): -0.2537, atom 4 (F): -0.0762, atom 5 (F): -0.2636, atom 6 (S): 0.6674, atom 7 (O): -0.5875, atom 8 (O): -0.6195, atom 9 (N): -0.1739, atom 10 (S): 0.7887, atom 11 (O): -0.6039, atom 12 (O): -0.6557, atom 13 (C): 0.5018, atom 14 (F): -0.2497, atom 15 (F): -0.2019, atom 16 (F): -0.2197, atom 17 (C): 0.6461, atom 18 (F): -0.2047, atom 19 (F): -0.2044, atom 20 (F): -0.2414, atom 21 (S): 0.7407, atom 22 (O): -0.5846, atom 23 (O): -0.5360, atom 24 (N): -0.1641, atom 25 (S): 0.8644, atom 26 (O): -0.6752, atom 27 (O): -0.6808, atom 28 (C): 0.6519, atom 29 (F): -0.2329, atom 30 (F): -0.2392, atom 31 (F): -0.2250, atom 32 (C): -0.7631, atom 33 (O): -0.3039, atom 34 (C): -0.6200, atom 35 (C): -0.6687, atom 36 (O): -0.2161, atom 37 (C): -0.4329, atom 38 (C): -0.7802, atom 39 (O): -0.5488, atom 40 (C): -0.8904, atom 41 (H): 0.2867, atom 42 (H): 0.2589, atom 43 (H): 0.3340, atom 44 (H): 0.3479, atom 45 (H): 0.5342, atom 46 (H): 0.3792, atom 47 (H): 0.3408, atom 48 (H): 0.2858, atom 49 (H): 0.3629, atom 50 (H): 0.3915, atom 51 (H): 0.4019, atom 52 (H): 0.3504, atom 53 (H): 0.4535, atom 54 (H): 0.3029

[5]
C12H45FeO11 | ωB97M-V/def2-TZVPD

Summary:
HOMO energy (spin up / spin down) ... -5.6463 / -8.7391 eV
2S+1 ... 6
Net charge ... 0

Positions of all 69 atoms, in Å:
Fe  -22.17  -5.40  -23.18
C  -22.62  -8.28  -20.32
C  -23.33  -8.02  -21.69
O  -23.38  -6.60  -21.96
H  -21.55  -8.13  -20.49
H  -22.80  -9.28  -19.93
H  -22.99  -7.57  -19.58
H  -24.31  -8.48  -21.65
H  -22.75  -8.49  -22.48
C  -26.96  -10.79  -20.09
C  -25.60  -10.89  -19.36
O  -25.65  -9.98  -18.31
H  -27.80  -10.72  -19.39
H  -27.14  -11.56  -20.84
H  -26.93  -9.81  -20.55
H  -24.75  -10.87  -20.03
H  -25.51  -11.93  -19.06
H  -24.75  -9.82  -18.01
C  -22.44  -4.32  -16.62
C  -23.16  -5.23  -17.66
O  -23.53  -4.58  -18.86
H  -23.06  -3.43  -16.49
H  -21.47  -4.03  -17.00
H  -22.30  -4.75  -15.63
H  -23.95  -5.68  -17.05
H  -22.51  -6.08  -17.91
H  -24.22  -5.14  -19.20
C  -17.85  -10.82  -18.69
C  -18.37  -10.01  -19.85
O  -19.76  -9.97  -19.92
H  -17.41  -11.77  -19.00
H  -18.62  -11.00  -17.94
H  -17.05  -10.29  -18.18
H  -17.98  -10.26  -20.84
H  -18.09  -8.96  -19.77
H  -20.17  -9.49  -19.19
C  -22.45  -11.98  -24.81
C  -23.16  -11.32  -23.69
O  -24.01  -12.17  -22.90
H  -21.83  -11.24  -25.31
H  -23.18  -12.33  -25.55
H  -21.86  -12.80  -24.41
H  -23.78  -10.54  -24.13
H  -22.52  -10.75  -23.02
H  -23.46  -12.96  -22.85
C  -19.29  -5.51  -19.91
C  -19.37  -5.00  -21.38
O  -20.32  -5.76  -22.08
H  -18.93  -4.74  -19.23
H  -18.58  -6.31  -19.71
H  -20.30  -5.74  -19.55
H  -18.37  -5.14  -21.80
H  -19.61  -3.94  -21.26
H  -20.25  -6.71  -21.98
O  -19.40  -8.42  -22.63
H  -19.20  -8.66  -21.73
H  -19.20  -9.20  -23.14
O  -25.65  -5.70  -20.39
H  -26.22  -6.44  -20.21
H  -25.00  -6.04  -21.00
O  -21.38  -7.12  -24.39
H  -20.71  -7.61  -23.91
H  -21.55  -7.65  -25.17
O  -20.69  -8.69  -17.59
H  -21.54  -9.01  -17.29
H  -20.46  -8.01  -16.96
O  -26.17  -7.95  -24.19
H  -25.52  -7.87  -23.49
H  -26.01  -7.18  -24.75

Per-atom natural (NBO) charges, elementary charge units: atom 1 (Fe): 0.8726, atom 2 (C): -0.6290, atom 3 (C): -0.0598, atom 4 (O): -1.0784, atom 5 (H): 0.1883, atom 6 (H): 0.1890, atom 7 (H): 0.2092, atom 8 (H): 0.1417, atom 9 (H): 0.1398, atom 10 (C): -0.6249, atom 11 (C): -0.0681, atom 12 (O): -0.7104, atom 13 (H): 0.2137, atom 14 (H): 0.2176, atom 15 (H): 0.2015, atom 16 (H): 0.1688, atom 17 (H): 0.1395, atom 18 (H): 0.4638, atom 19 (C): -0.6283, atom 20 (C): -0.0608, atom 21 (O): -0.7290, atom 22 (H): 0.2163, atom 23 (H): 0.1964, atom 24 (H): 0.2018, atom 25 (H): 0.1520, atom 26 (H): 0.1310, atom 27 (H): 0.5033, atom 28 (C): -0.6459, atom 29 (C): -0.0678, atom 30 (O): -0.7644, atom 31 (H): 0.2130, atom 32 (H): 0.2278, atom 33 (H): 0.2116, atom 34 (H): 0.1652, atom 35 (H): 0.1446, atom 36 (H): 0.5062, atom 37 (C): -0.6327, atom 38 (C): -0.0762, atom 39 (O): -0.7028, atom 40 (H): 0.2094, atom 41 (H): 0.2200, atom 42 (H): 0.1946, atom 43 (H): 0.1787, atom 44 (H): 0.1559, atom 45 (H): 0.4533, atom 46 (C): -0.6556, atom 47 (C): -0.0596, atom 48 (O): -0.8087, atom 49 (H): 0.2181, atom 50 (H): 0.1978, atom 51 (H): 0.2312, atom 52 (H): 0.1711, atom 53 (H): 0.2065, atom 54 (H): 0.5033, atom 55 (O): -0.9805, atom 56 (H): 0.5049, atom 57 (H): 0.4900, atom 58 (O): -0.9713, atom 59 (H): 0.4690, atom 60 (H): 0.5069, atom 61 (O): -0.9909, atom 62 (H): 0.5018, atom 63 (H): 0.4988, atom 64 (O): -0.9536, atom 65 (H): 0.4831, atom 66 (H): 0.4891, atom 67 (O): -0.9439, atom 68 (H): 0.4758, atom 69 (H): 0.4689

[6]
C7H14 | ωB97M-V/def2-TZVPD

Summary:
HOMO energy ... -9.3447 eV
Net charge ... 0

Positions of all 21 atoms, in Å:
C  2.01  -0.77  0.74
C  0.98  -0.62  -0.38
C  -0.04  0.44  -0.20
C  0.63  1.74  0.03
C  -1.14  0.46  -1.24
C  -1.50  0.20  0.18
C  -2.02  -1.15  0.63
H  2.49  -1.76  0.72
H  2.79  -0.02  0.57
H  1.62  -0.61  1.76
H  1.73  0.22  -1.35
H  0.53  -1.59  -0.67
H  1.33  1.79  0.88
H  -0.10  2.58  0.09
H  1.60  1.46  -1.09
H  -1.36  1.43  -1.67
H  -1.15  -0.37  -1.93
H  -1.95  1.04  0.71
H  -1.69  -1.36  1.65
H  -1.67  -1.96  -0.03
H  -3.11  -1.16  0.61

Per-atom natural (NBO) charges, elementary charge units: atom 1 (C): -0.6482, atom 2 (C): -0.2787, atom 3 (C): -0.1540, atom 4 (C): -0.5103, atom 5 (C): -0.4025, atom 6 (C): -0.1869, atom 7 (C): -0.6055, atom 8 (H): 0.2163, atom 9 (H): 0.2110, atom 10 (H): 0.2086, atom 11 (H): 0.1232, atom 12 (H): 0.2099, atom 13 (H): 0.2047, atom 14 (H): 0.2107, atom 15 (H): 0.1243, atom 16 (H): 0.2168, atom 17 (H): 0.2132, atom 18 (H): 0.2145, atom 19 (H): 0.2115, atom 20 (H): 0.2064, atom 21 (H): 0.2150

Number 1: largest force on an atom 3.19 eV/A. Number 2: largest force on an atom 1.76 eV/A. Number 3: largest force on an atom 4.50 eV/A. Number 4: largest force on an atom 12.00 eV/A. Number 5: largest force on an atom 2.98 eV/A. Number 6: largest force on an atom 3.83 eV/A.